*i*
Computed, not measured: a structure of composition C5H6N2S, with wB97M-V/def2-TZVPD.

```
14
Properties=species:S:1:pos:R:3:mulliken_charge:R:1
S -3.493 -0.090 0.093 -0.33
N 1.557 -1.413 0.177 -0.61
N 1.163 1.671 0.003 -0.65
C -0.961 -1.202 -0.197 -0.63
C -1.920 -0.034 -0.046 0.26
C 0.141 0.834 -0.215 0.27
C -1.171 1.136 -0.213 -0.71
C 0.315 -0.779 -0.038 0.35
H 1.516 -2.457 0.146 0.27
H -1.335 2.201 -0.197 0.42
H -1.303 -2.166 -0.213 0.50
H 2.133 0.957 0.182 0.32
H 1.078 2.539 0.949 0.33
H 2.281 -1.198 -0.430 0.23
```

Results
HOMO-LUMO gap: 7.5 eV
E_HOMO: -8.17 eV

*ii*
Computed, not measured: an isolated molecule of C5H6N2S, with wB97M-V/def2-TZVPD.

```
14
Properties=species:S:1:pos:R:3:mulliken_charge:R:1
S 0.474 2.928 -0.074 -0.31
N -3.355 0.935 -0.274 -0.45
N 1.442 0.454 -0.120 -0.12
C 1.157 -0.981 -0.108 -0.44
C 0.383 1.271 0.045 -0.27
C -2.162 0.869 -0.012 -0.02
C -0.789 0.370 0.436 0.68
C -0.354 -0.999 -0.119 -0.83
H 1.659 -1.468 -0.987 0.30
H 1.505 -1.545 0.799 0.24
H -0.868 -1.120 -1.128 0.29
H 2.434 0.714 -0.390 0.28
H -0.780 0.436 1.548 0.24
H -0.746 -1.863 0.382 0.39
```

Results
HOMO-LUMO gap: 9.0 eV
E_HOMO: -8.67 eV
structure (SMILES): N#C[C@H]1CCNC1=S

So which one is most stable? That would be *ii*, about 61.5 kcal/mol below the next structure.

*i*
Computed, not measured: an isolated molecule of C7H17N, with wB97M-V/def2-TZVPD.

```
25
Properties=species:S:1:pos:R:3:mulliken_charge:R:1
N -0.198 -0.050 2.040 0.08
C -0.566 0.069 -0.379 -0.54
C -1.195 0.861 2.573 -1.01
C -0.138 0.542 -1.743 -1.01
C 0.372 0.418 0.790 -0.77
C 0.753 -0.547 3.018 -0.94
C 0.798 -0.384 -2.539 -0.43
C 0.078 -0.977 -3.758 -1.28
H 0.880 -1.631 2.895 0.30
H -1.016 0.900 -2.296 0.49
H -1.127 1.883 2.179 0.30
H -1.136 0.939 3.656 0.38
H 1.338 -0.044 0.688 0.48
H -1.579 0.377 -0.120 0.34
H 0.507 1.515 0.787 0.23
H 0.441 -0.435 4.052 0.36
H 0.287 1.554 -1.609 0.49
H -0.583 -1.023 -0.274 0.29
H 1.767 -0.181 2.827 0.30
H -0.065 -0.315 -4.609 0.31
H 1.147 -1.183 -1.887 0.34
H -2.218 0.536 2.398 0.27
H 1.651 0.225 -2.844 0.29
H 0.644 -1.848 -4.063 0.35
H -0.908 -1.320 -3.451 0.36
```

Results
HOMO-LUMO gap: 9.3 eV
E_HOMO: -8.12 eV
structure (SMILES): CCCCCN(C)C

*ii*
Computed, not measured: a cluster of 2 separate species, C7H17N in total, with wB97M-V/def2-TZVPD.

```
25
Properties=species:S:1:pos:R:3:mulliken_charge:R:1
N -2.025 0.598 -1.243 -0.60
C 0.817 -0.903 0.179 0.74
C 1.109 0.398 0.179 1.30
C 1.108 -1.813 -0.981 -1.61
C 0.852 1.299 1.354 -1.70
C 1.731 1.101 -1.001 -1.65
C -2.922 0.596 -0.101 -0.72
C 0.167 -1.598 1.349 -1.57
H -3.231 -0.431 0.094 0.28
H -2.485 1.007 0.821 0.20
H 2.771 0.798 -1.128 0.37
H 1.712 2.177 -0.848 0.41
H 1.200 0.880 -1.925 0.39
H -3.808 1.180 -0.350 0.35
H -0.736 -1.081 1.669 0.32
H -0.105 -2.614 1.076 0.41
H 1.666 -2.682 -0.632 0.44
H 1.763 1.844 1.603 0.42
H 1.688 -1.325 -1.757 0.33
H 0.088 2.037 1.102 0.32
H 0.848 -1.648 2.199 0.36
H 0.176 -2.174 -1.420 0.37
H -1.195 0.053 -1.030 0.20
H 0.528 0.753 2.233 0.36
H -1.718 1.545 -1.441 0.27
```

Results
HOMO-LUMO gap: 9.5 eV
E_HOMO: -8.54 eV
structure (SMILES): CC(C)=C(C)C.CN

*iii*
Computed, not measured: an isolated molecule of C7H17N, with wB97M-V/def2-TZVPD.

```
25
Properties=species:S:1:pos:R:3:mulliken_charge:R:1
N 0.953 2.503 -1.364 -0.56
C 0.181 -1.557 -1.306 -1.31
C 1.109 0.218 1.190 -1.66
C 0.054 2.611 -0.255 -0.77
C -0.563 -2.565 0.868 -1.50
C -0.702 -1.391 -0.085 0.22
C -0.997 1.203 0.044 -0.77
C -0.359 0.137 0.831 0.58
H -0.666 3.405 -0.461 0.41
H -0.926 -0.012 1.755 0.42
H -1.333 0.937 -0.957 0.38
H -0.048 -2.489 -1.832 0.43
H -1.204 -2.440 1.741 0.37
H 1.420 -0.697 1.693 0.41
H -0.853 -3.505 0.389 0.44
H 0.602 2.865 0.650 0.31
H 1.655 1.786 -1.232 0.26
H -1.852 1.627 0.568 0.25
H 1.234 -1.599 -1.023 0.28
H 0.464 2.315 -2.231 0.26
H 1.746 0.329 0.316 0.23
H 0.468 -2.677 1.207 0.27
H 1.292 1.032 1.890 0.39
H 0.071 -0.723 -1.999 0.29
H -1.748 -1.314 -0.398 0.35
```

Results
HOMO-LUMO gap: 9.6 eV
E_HOMO: -8.51 eV
structure (SMILES): CC(C)[C@@H](C)CCN

So which one is most stable? That would be *ii*, about 11.5 kcal/mol below the next structure.

*i*
Computed, not measured: a structure of composition C20H31O3Sn, with wB97M-V/def2-TZVPD.

```
55
Properties=species:S:1:pos:R:3:mulliken_charge:R:1
Sn -1.737 1.386 -0.915 0.52
O -2.727 3.517 0.642 -0.09
O 0.514 -0.178 0.684 -0.52
O 1.501 -2.343 -2.805 -0.26
C 0.548 2.744 0.134 -0.57
C -0.577 3.422 -0.414 -1.20
C 2.584 -3.254 -2.449 -0.28
C -3.474 -0.056 0.366 -1.27
C 2.993 -4.150 -3.626 -0.55
C -0.612 3.516 1.958 -1.14
C -3.865 1.153 1.053 -0.51
C -2.570 -0.766 1.259 -0.59
C 1.329 -2.153 0.822 -0.70
C 1.145 -2.626 -4.162 -0.59
C -3.667 4.369 1.291 -0.86
C 1.956 -3.833 -4.710 -0.42
C 1.611 -0.763 1.442 1.55
C -3.169 1.196 2.282 -0.26
C -1.379 4.002 0.766 0.22
C 0.505 2.834 1.550 0.03
C -2.350 0.043 2.391 -0.27
C 2.896 -0.115 0.947 -1.61
C 1.358 -0.648 2.936 -1.69
C 0.402 -1.391 -0.137 -0.31
H 3.432 -2.657 -2.078 0.30
H 0.768 -2.842 1.491 0.26
H -0.879 3.805 2.983 0.33
H 3.141 0.767 1.553 0.32
H -4.653 1.820 0.697 0.36
H -2.252 -1.810 1.176 0.69
H -3.416 5.414 1.000 0.36
H 2.226 -1.038 3.488 0.46
H 0.491 -1.263 3.224 0.31
H 2.167 -2.682 0.346 0.20
H 0.060 -2.798 -4.191 0.29
H 3.759 -0.799 0.997 0.40
H -3.623 4.260 2.405 0.24
H -3.246 1.934 3.082 0.39
H 1.289 2.487 2.222 0.67
H -0.644 -1.702 -0.217 0.09
H 4.013 -3.908 -3.926 0.24
H 1.275 -4.686 -4.845 0.25
H 1.197 0.394 3.257 0.24
H 0.844 -1.231 -1.130 0.26
H 2.771 0.201 -0.103 0.30
H -1.716 -0.196 3.254 0.38
H 1.366 2.316 -0.443 0.35
H 1.378 -1.754 -4.790 0.27
H 2.438 -3.580 -5.664 0.26
H -1.414 5.109 0.825 0.43
H 2.243 -3.924 -1.639 0.20
H -0.535 4.026 -1.315 0.54
H 2.932 -5.201 -3.339 0.25
H -3.963 -0.440 -0.533 0.48
H -4.666 4.072 0.910 0.25
```

Results
charge: -1
HOMO-LUMO gap (alpha / beta): 4.2 / 3.8 eV
E_HOMO (alpha / beta): -1.67 / -1.27 eV

*ii*
Computed, not measured: a structure of composition C20H31O3Sn, with wB97M-V/def2-TZVPD.

```
55
Properties=species:S:1:pos:R:3:mulliken_charge:R:1
Sn -1.789 0.791 1.314 0.32
O 2.059 -0.772 -1.471 -0.39
O -3.148 -0.174 -0.876 -0.10
O 0.198 2.021 3.448 -0.22
C -4.541 -0.046 -0.383 -0.43
C 0.603 2.352 4.763 -1.00
C 0.098 -2.316 2.050 -0.45
C 0.049 2.649 0.093 -0.72
C 2.718 -0.239 -3.844 -1.56
C -5.544 -0.527 -1.430 -0.57
C 1.318 -1.968 -1.940 -0.16
C -3.240 -0.703 -2.230 -0.51
C -0.702 -1.533 2.952 -1.48
C 1.467 -1.971 2.275 -0.72
C 1.503 -0.905 3.232 -0.12
C 1.705 2.808 1.719 -0.76
C 0.393 3.039 2.450 0.29
C 0.188 -0.729 3.728 -0.40
C 4.489 -0.796 -2.113 -1.74
C 3.064 -1.018 -2.544 1.62
C 1.427 2.555 0.392 -0.07
C 2.522 -2.526 -2.651 -1.01
C -4.702 -0.929 -2.628 -0.42
C -0.618 2.947 1.300 -1.22
H 1.925 0.469 -3.612 0.31
H 1.395 3.087 4.776 0.42
H 0.558 -1.647 -2.661 0.11
H 2.145 2.231 -0.342 0.39
H -4.836 -1.953 -2.957 0.27
H 2.674 2.695 2.259 0.33
H -4.903 -0.253 -3.459 0.23
H -2.655 -1.633 -2.246 0.23
H -0.319 2.566 -0.924 0.50
H -0.275 2.667 5.279 0.30
H -4.632 1.024 -0.152 0.33
H -6.136 -1.329 -0.988 0.26
H 0.471 4.069 2.841 0.39
H 0.926 1.446 5.251 0.27
H -0.130 -0.013 4.462 0.44
H -1.771 -1.585 3.052 0.75
H -4.611 -0.642 0.540 0.27
H 4.752 -1.576 -1.384 0.37
H 3.048 -3.220 -2.015 0.34
H -0.312 -2.896 1.232 0.42
H -1.394 3.690 1.462 0.53
H 2.332 -2.327 1.729 0.44
H 0.858 -2.663 -1.253 0.23
H -6.235 0.280 -1.674 0.24
H 2.342 -0.254 3.408 0.37
H 5.144 -0.927 -2.987 0.42
H 2.345 -0.964 -4.557 0.36
H -2.815 0.025 -2.932 0.23
H 4.615 0.231 -1.783 0.36
H 3.559 0.285 -4.316 0.38
H 2.415 -2.891 -3.653 0.30
```

Results
charge: -1
HOMO-LUMO gap (alpha / beta): 4.7 / 4.6 eV
E_HOMO (alpha / beta): -2.08 / -2.01 eV

So which one is most stable? That would be *i*, about 23.6 kcal/mol below the next structure.

*i*
Computed, not measured: a structure of composition C10H17N, with wB97M-V/def2-TZVPD.

```
28
Properties=species:S:1:pos:R:3:mulliken_charge:R:1
N 0.493 -0.348 -3.445 -0.54
C 1.599 -1.537 -1.512 -1.56
C -1.786 -1.162 2.263 -1.71
C -1.031 -0.500 -0.104 0.44
C 0.420 -0.744 -2.210 1.04
C -1.328 -0.389 1.095 0.43
C -0.418 1.338 3.364 -1.58
C -0.664 -0.206 -1.391 -1.07
C -0.904 1.445 1.886 0.26
C 0.124 2.176 1.071 -1.06
C 1.472 -0.944 -4.324 -0.74
H 1.004 -1.698 -5.015 0.25
H 1.805 -0.180 -5.014 0.28
H -1.400 0.269 -1.973 0.42
H 1.831 -2.402 -2.058 0.41
H 1.526 -1.780 -0.517 0.41
H 2.264 -1.527 -3.796 0.25
H -0.086 3.208 0.881 0.31
H -0.629 2.316 3.858 0.35
H 1.098 2.178 1.682 0.24
H -1.189 -1.062 3.124 0.36
H 0.430 1.775 0.079 0.23
H -2.766 -0.932 2.546 0.42
H -1.866 1.817 1.831 0.45
H 2.365 -0.784 -1.606 0.40
H -1.884 -2.214 1.991 0.41
H 0.575 1.228 3.461 0.44
H -1.053 0.658 3.832 0.47
```

Results
HOMO-LUMO gap: 8.2 eV
E_HOMO: -7.94 eV

*ii*
Computed, not measured: a cluster of 2 separate species, C10H17N in total, with wB97M-V/def2-TZVPD.

```
28
Properties=species:S:1:pos:R:3:mulliken_charge:R:1
N 0.045 1.471 0.125 -0.58
C 2.354 1.585 0.956 -0.49
C -1.362 -1.322 0.080 -0.47
C -0.669 -1.976 -1.152 -0.43
C 1.384 1.295 0.028 -0.13
C -0.340 -1.061 1.178 -0.87
C 0.572 2.356 2.330 -0.31
C -1.646 -2.059 -2.335 -0.46
C -1.050 -2.704 -3.640 -1.19
C 1.958 2.191 2.151 -0.31
C -0.350 1.987 1.302 -0.08
H -1.384 2.225 1.482 0.36
H -2.015 -1.028 -2.594 0.30
H 0.263 -1.423 -1.334 0.22
H -1.984 -0.420 -0.142 0.33
H 0.123 2.930 3.175 0.33
H -1.816 -2.832 -4.331 0.40
H -0.361 -3.061 -0.836 0.21
H -2.099 -2.111 0.473 0.38
H 1.609 0.930 -0.973 0.42
H 0.449 -1.861 1.376 0.31
H 0.224 0.010 1.084 -0.05
H -0.985 -0.959 2.115 0.30
H 3.354 1.402 0.665 0.44
H 2.692 2.484 2.835 0.45
H -0.682 -3.759 -3.403 0.26
H -0.304 -1.979 -3.919 0.32
H -2.518 -2.600 -1.930 0.31
```

Results
HOMO-LUMO gap: 10.4 eV
E_HOMO: -9.64 eV
structure (SMILES): c1ccncc1.CCCCC

So which one is most stable? That would be *ii*, about 66.3 kcal/mol below the next structure.

*i*
Computed, not measured: a cluster of 2 separate species, C6H12N in total, with wB97M-V/def2-TZVPD.

```
19
Properties=species:S:1:pos:R:3:mulliken_charge:R:1
N 4.274 0.291 0.021 0.07
C -0.199 0.509 -0.776 0.13
C -1.132 -0.589 -0.893 -0.37
C -2.486 0.245 1.158 -0.91
C 0.516 0.740 0.401 -0.51
C -2.486 0.103 -0.362 -0.41
C 4.143 -0.924 0.118 0.02
H -1.558 0.718 1.507 0.22
H -0.293 1.326 -1.497 0.40
H 3.168 -1.303 0.470 0.28
H -3.212 -0.620 -0.726 0.31
H -3.299 0.866 1.526 0.35
H 1.378 1.395 0.328 0.32
H -2.552 -0.722 1.652 0.35
H -1.268 -0.846 -1.946 0.33
H 3.513 0.883 0.371 0.30
H -2.651 1.052 -0.875 0.41
H 4.905 -1.670 -0.134 0.34
H -0.760 -1.453 -0.346 0.37
```

Results
multiplicity: 2
charge: +2
HOMO-LUMO gap (alpha / beta): 5.8 / 7.4 eV
E_HOMO (alpha / beta): -19.04 / -19.44 eV
<S²>: 1.77

*ii*
Computed, not measured: a cluster of 2 separate species, C6H12N in total, with wB97M-V/def2-TZVPD.

```
19
Properties=species:S:1:pos:R:3:mulliken_charge:R:1
N 0.329 -0.942 2.127 0.00
C -0.591 1.330 -1.822 0.13
C 1.368 0.082 -2.529 -0.66
C 0.756 0.962 -1.663 0.23
C -1.270 2.172 -0.966 -0.70
C -0.349 -1.308 0.868 -0.58
C 0.050 -1.440 3.266 -0.05
H 2.434 -0.106 -2.503 0.33
H -1.121 0.923 -2.678 0.32
H 0.769 -0.471 -3.246 0.30
H -0.985 -0.483 0.553 0.23
H 1.067 -0.247 2.066 0.29
H -0.779 2.601 -0.099 0.31
H 1.317 1.452 -0.872 0.40
H -0.740 -2.178 3.344 0.27
H 0.606 -1.062 4.116 0.28
H 0.384 -1.440 0.077 0.25
H -0.918 -2.213 1.052 0.32
H -2.327 2.367 -1.093 0.33
```

Results
multiplicity: 2
charge: +2
HOMO-LUMO gap (alpha / beta): 9.9 / 8.9 eV
E_HOMO (alpha / beta): -18.64 / -20.34 eV
<S²>: 0.79

So which one is most stable? That would be *ii*, about 149.0 kcal/mol below the next structure.

*i*
Computed, not measured: a cluster of 2 separate species, C5H6Br2 in total, with wB97M-V/def2-TZVPD.

```
13
Properties=species:S:1:pos:R:3:mulliken_charge:R:1
Br -1.883 2.373 -0.235 -0.16
Br 4.784 1.390 0.806 -0.20
C 0.478 -0.061 -0.046 -0.56
C -2.358 0.570 -0.782 -0.33
C -1.852 -0.490 -0.145 -0.24
C -0.648 -0.373 0.815 -0.61
C 1.391 0.458 -0.588 0.05
H 2.233 0.558 -1.114 0.53
H -0.984 0.454 1.475 0.30
H -2.165 -1.454 -0.518 0.33
H -3.261 0.643 -1.434 0.39
H -0.594 -1.226 1.513 0.33
H 4.670 0.305 -0.153 0.19
```

Results
HOMO-LUMO gap: 10.1 eV
E_HOMO: -9.45 eV
structure (SMILES): C#CC/C=C\Br.Br

*ii*
Computed, not measured: a structure of composition C5H6Br2, with wB97M-V/def2-TZVPD.

```
13
Properties=species:S:1:pos:R:3:mulliken_charge:R:1
Br 2.484 1.106 0.453 -0.09
Br 2.031 -1.928 -0.206 -0.08
C 0.345 0.285 -1.409 -0.20
C -1.104 -0.718 0.661 -0.24
C -0.874 0.691 1.017 -0.48
C 1.708 -0.142 -0.742 -0.21
C -0.690 0.221 -0.324 -0.01
H -0.129 0.904 1.697 0.28
H -1.833 1.330 1.044 0.19
H -2.062 -1.287 0.635 0.26
H 0.327 1.326 -1.711 0.29
H -0.044 -0.427 -2.199 0.27
H -0.161 -1.361 1.082 0.00
```

Results
HOMO-LUMO gap (alpha / beta): 7.8 / 8.3 eV
E_HOMO (alpha / beta): -8.17 / -8.22 eV

So which one is most stable? That would be *i*, about 42.1 kcal/mol below the next structure.